The following is a quantum chemistry calculation of one molecule with the formula C15H27N3O3, from the Open Molecules 2025 dataset.

Structure (ORCA input):
```
! RIJCOSX wB97M-V def2-TZVPD def2/J DEFGRID3
* xyz 0 1
C 0.27918 0.41449 3.98141
C 1.20802 0.15945 2.80038
C 0.69586 -0.94449 1.85817
C 0.71380 -2.30958 2.53967
N 1.56804 -1.05462 0.68469
C 1.96684 -0.09250 -0.14821
O 1.71311 1.10089 -0.05322
C 2.77535 -0.63687 -1.33586
N 1.91257 -1.35746 -2.25196
C 1.54338 -2.63950 -2.03214
C 0.62988 -3.21248 -3.08685
O 1.92895 -3.26280 -1.05993
C -0.75290 -0.64698 1.38162
O -1.66518 -1.42758 1.56506
N -0.89047 0.53424 0.76350
C -2.13241 0.94545 0.14300
C -2.34046 2.44984 0.32505
C -1.35174 3.26687 -0.50447
C -1.44385 2.88434 -1.97803
C -1.15344 1.39641 -2.14784
C -2.15346 0.56898 -1.34498
H -0.72847 0.63451 3.63735
H 0.23508 -0.44771 4.64102
H 0.64031 1.26391 4.55657
H 1.33251 1.08424 2.23724
H 2.19499 -0.13656 3.16493
H -0.01573 -2.33183 3.34257
H 1.70249 -2.52223 2.93912
H 0.43990 -3.08300 1.82574
H 1.79904 -2.00850 0.41299
H 3.54286 -1.32709 -0.97525
H 3.24079 0.19676 -1.86227
H 1.47987 -0.83530 -2.99642
H 1.02053 -3.02127 -4.08325
H 0.53091 -4.28266 -2.93150
H -0.35347 -2.75334 -3.00043
H -0.06635 1.08764 0.56022
H -2.92609 0.39123 0.65778
H -3.35867 2.69567 0.01627
H -2.23968 2.70182 1.38248
H -1.56808 4.32995 -0.38029
H -0.33219 3.09444 -0.15476
H -0.72989 3.47165 -2.55875
H -2.44629 3.10542 -2.35313
H -1.21367 1.12094 -3.20402
H -0.13845 1.19278 -1.80152
H -3.15990 0.73951 -1.73280
H -1.93342 -0.49707 -1.43894
*
```

Properties
- HOMO level: -9.1 eV
- Energy above the lowest of the compared OMol25 structures with the same formula, charge and spin: 0.0 kcal per mole
- E_tot: -977.85207 a.u.
- Structure (SMILES): CC[C@](C)(NC(=O)CNC(C)=O)C(=O)NC1CCCCC1
- Largest force on an atom: 0.63 eV Å⁻¹

Mulliken population analysis, charges in e, atoms 1 to 2: -1.36, -0.60